{"formula": "C57H41I4N8O2PbS2", "method": "ωB97M-V/def2-TZVPD", "elements": ["Pb", "I", "C", "C", "C", "C", "C", "C", "C", "C", "C", "C", "C", "C", "C", "C", "C", "C", "I", "C", "C", "C", "N", "C", "C", "C", "C", "C", "C", "I", "C", "C", "C", "C", "C", "C", "N", "C", "C", "C", "C", "C", "N", "C", "C", "C", "C", "I", "C", "C", "C", "C", "N", "H", "H", "H", "H", "H", "H", "H", "H", "H", "H", "H", "H", "H", "H", "H", "H", "H", "H", "H", "H", "H", "H", "H", "H", "C", "S", "C", "S", "N", "N", "C", "C", "C", "C", "C", "C", "N", "H", "H", "H", "H", "H", "H", "H", "H", "O", "C", "O", "C", "N", "C", "C", "C", "H", "H", "H", "H", "H", "H", "H", "H", "H"], "coordinates": [[0.444536, -1.674526, 0.310189], [1.038075, 5.221518, 7.664112], [0.887487, 3.824736, 6.114048], [0.647088, 2.495573, 6.417758], [0.546526, 1.573806, 5.382671], [0.689309, 1.972852, 4.060018], [0.937375, 3.314420, 3.776107], [1.029407, 4.244914, 4.798681], [0.609881, 0.996310, 2.931155], [1.936104, 0.631398, 2.433360], [3.074040, 0.348679, 3.181647], [4.126193, -0.007565, 2.303602], [3.616719, 0.097221, 1.031467], [3.923920, -0.232828, -0.399906], [5.281686, 0.343143, -0.813894], [5.462559, 1.483713, -1.585174], [6.736206, 1.958070, -1.880826], [7.846048, 1.293096, -1.394925], [9.761237, 1.997547, -1.842247], [7.695106, 0.158684, -0.611104], [6.421438, -0.304535, -0.332759], [1.994253, -0.351374, -2.194706], [0.922620, -1.106783, -1.904708], [0.559310, -1.786007, -3.036998], [-0.629847, -2.609152, -3.078356], [-0.893740, -3.381413, -4.322110], [-1.129721, -4.753926, -4.247362], [-1.388475, -5.508012, -5.382825], [-1.405536, -4.885782, -6.619841], [-1.781408, -6.009278, -8.341038], [-1.168290, -3.523952, -6.726601], [-0.910740, -2.785433, -5.582369], [-1.568312, -2.694985, -2.081475], [-2.941146, -3.142026, -2.263400], [-3.635646, -2.798947, -1.162915], [-2.703922, -2.149815, -0.243203], [-1.477731, -2.164779, -0.792646], [-3.094208, -1.498355, 0.940323], [-2.305257, -0.589951, 1.673958], [-2.859716, 0.297060, 2.704006], [-1.848478, 1.016858, 3.199901], [-0.617952, 0.575965, 2.543525], [-0.979167, -0.391811, 1.596086], [-4.515529, -1.694012, 1.355950], [-4.923654, -2.920780, 1.875923], [-6.241471, -3.150611, 2.246486], [-7.168054, -2.131579, 2.098360], [-9.157672, -2.456844, 2.658634], [-6.793833, -0.902553, 1.577808], [-5.473932, -0.692616, 1.204153], [1.447845, -1.440501, -4.067934], [2.341239, -0.500415, -3.535496], [2.325699, 0.480718, 1.135105], [0.534496, 2.178314, 7.445587], [0.347015, 0.531920, 5.603120], [1.043478, 3.626510, 2.742599], [1.208500, 5.286567, 4.570005], [3.114426, 0.371384, 4.258892], [5.118850, -0.324356, 2.576927], [4.620547, 2.041957, -1.967440], [6.849607, 2.847520, -2.485496], [8.560350, -0.361260, -0.223106], [6.309361, -1.194757, 0.275149], [-1.104389, -5.236451, -3.278586], [-1.569465, -6.570990, -5.299524], [-1.188356, -3.037981, -7.692709], [-0.732016, -1.723615, -5.666483], [-3.334463, -3.578271, -3.167654], [-4.695437, -2.903076, -0.997713], [-3.900246, 0.363301, 2.971685], [-1.902915, 1.797956, 3.940053], [-4.191160, -3.710887, 1.992070], [-6.537484, -4.109567, 2.649827], [-7.524820, -0.116012, 1.447594], [-5.183210, 0.246733, 0.750635], [1.440528, -1.805557, -5.081967], [3.148066, -0.001157, -4.052280], [2.468947, 4.910338, -0.625909], [0.875722, 4.706730, 0.198772], [0.574348, 2.920688, 0.072819], [-1.045102, 2.490002, 0.196095], [1.701056, 2.291480, -0.050798], [1.668590, 0.832171, -0.054907], [2.668670, 0.432819, -1.117206], [3.960506, -1.751834, -0.630329], [4.335574, -2.249212, -1.880933], [4.304703, -3.610360, -2.097388], [3.933033, -4.448206, -1.052046], [3.612709, -3.868928, 0.159246], [3.619137, -2.550853, 0.370176], [2.701450, 5.975949, -0.604673], [3.250903, 4.356501, -0.111257], [2.403806, 4.577156, -1.661486], [2.996291, 1.384230, -1.517523], [4.631880, -1.570299, -2.666803], [4.565628, -4.015300, -3.066818], [3.894300, -5.522235, -1.174555], [3.325106, -4.481368, 1.007616], [-4.767517, 1.379248, -1.372208], [-3.799749, 1.651428, -2.040663], [-2.679481, 0.957498, -2.019226], [-3.759984, 2.898963, -2.931649], [-2.538442, 2.914683, -3.750838], [-2.909044, 2.888455, -5.172468], [-4.319325, 2.307461, -5.171590], [-4.931860, 2.927900, -3.915964], [-3.780619, 3.738663, -2.234456], [-2.107781, 1.351630, -2.716505], [-1.928528, 3.682954, -3.513872], [-2.207655, 2.277458, -5.736643], [-2.913150, 3.893846, -5.610549], [-4.275925, 1.219511, -5.073703], [-4.866296, 2.546217, -6.083136], [-5.787776, 2.384041, -3.521839], [-5.235731, 3.957934, -4.113759]], "forces_ev_per_angstrom": [[0.038, -0.184, 0.045], [0.000, 0.017, 0.020], [-0.002, -0.027, -0.031], [-0.003, 0.009, 0.021], [-0.047, 0.008, -0.007], [-0.011, 0.028, -0.036], [0.040, -0.062, 0.002], [0.003, 0.006, 0.009], [-0.001, 0.117, 0.065], [0.042, -0.132, 0.075], [-0.024, -0.012, -0.029], [0.021, 0.088, -0.021], [0.004, -0.097, 0.010], [0.010, 0.037, 0.031], [-0.007, 0.034, 0.035], [0.007, 0.000, 0.006], [0.006, 0.003, 0.007], [-0.023, -0.002, -0.006], [0.015, 0.006, -0.002], [-0.003, -0.004, 0.003], [0.006, 0.017, 0.012], [-0.097, -0.039, -0.007], [0.055, 0.057, 0.035], [0.075, -0.076, 0.084], [-0.047, 0.008, 0.009], [0.024, -0.008, -0.012], [0.020, 0.003, 0.006], [-0.006, -0.009, -0.006], [0.011, 0.016, 0.030], [-0.009, -0.012, -0.018], [0.008, -0.010, -0.005], [-0.060, 0.030, 0.004], [0.007, -0.069, -0.016], [0.014, -0.036, 0.016], [0.022, -0.029, 0.016], [-0.048, 0.031, -0.134], [-0.064, 0.281, -0.016], [0.024, 0.045, 0.025], [0.002, -0.044, 0.020], [0.042, 0.015, 0.017], [-0.050, 0.010, 0.003], [0.056, -0.132, 0.124], [0.017, -0.132, 0.027], [-0.009, -0.002, 0.010], [0.001, 0.010, 0.022], [-0.005, 0.002, 0.005], [0.033, 0.003, -0.009], [-0.017, -0.003, 0.004], [-0.016, 0.016, 0.011], [0.035, -0.017, -0.074], [0.006, 0.009, -0.008], [-0.016, 0.004, -0.001], [-0.001, -0.341, 0.142], [0.002, -0.002, 0.002], [0.003, -0.001, 0.007], [0.015, 0.037, 0.045], [-0.002, 0.006, -0.010], [0.001, -0.004, 0.002], [-0.006, -0.027, 0.003], [0.000, 0.003, -0.004], [0.001, -0.001, -0.003], [0.000, -0.001, 0.002], [-0.002, -0.002, -0.003], [-0.002, 0.000, 0.002], [0.003, -0.003, -0.002], [0.000, -0.002, 0.002], [-0.047, 0.071, 0.008], [0.001, 0.009, -0.003], [-0.001, 0.006, -0.002], [-0.003, -0.007, -0.001], [0.011, 0.004, 0.003], [0.001, -0.001, 0.002], [-0.001, -0.002, 0.000], [0.002, 0.002, -0.005], [-0.011, 0.023, -0.023], [-0.014, 0.009, 0.008], [0.005, 0.001, -0.001], [0.125, 0.001, 0.150], [-0.207, -0.060, -0.307], [0.065, 0.361, 0.003], [-0.006, 0.157, -0.175], [0.034, -0.113, -0.117], [0.111, 0.242, -0.142], [-0.061, 0.164, 0.078], [0.004, -0.012, -0.072], [0.018, 0.006, 0.019], [0.004, -0.007, 0.004], [-0.001, 0.004, -0.014], [-0.005, -0.001, 0.008], [-0.008, 0.005, -0.002], [-0.037, 0.009, 0.002], [0.001, -0.008, -0.027], [0.007, -0.019, 0.030], [-0.039, 0.007, -0.098], [0.005, -0.010, 0.008], [-0.002, 0.000, -0.001], [0.004, -0.002, 0.001], [-0.004, 0.002, 0.001], [-0.057, -0.081, 0.001], [0.111, 0.231, 0.164], [-0.270, -0.493, -0.326], [0.049, 0.040, 0.072], [-0.048, -0.021, -0.037], [-0.007, 0.017, 0.009], [-0.006, 0.032, -0.013], [0.012, -0.053, 0.009], [-0.022, -0.007, 0.004], [0.110, 0.127, 0.243], [0.041, -0.042, 0.058], [0.072, -0.031, -0.080], [-0.020, -0.002, 0.006], [-0.001, 0.016, 0.010], [-0.006, -0.024, 0.000], [-0.017, 0.016, -0.012], [0.018, 0.003, 0.003]], "mulliken_charge": [1.565, 0.036, 0.067, -0.665, 0.164, -0.942, 0.140, -0.802, 1.818, -0.467, -0.888, -1.233, -1.216, 4.572, -0.461, -0.567, -0.772, -0.129, 0.045, -0.817, -0.156, -0.616, 0.194, -0.476, 1.166, 0.022, -0.142, -0.689, -0.059, 0.053, -0.712, -0.527, -0.203, -1.063, -1.348, 0.918, -0.126, 0.289, 0.895, -1.175, -1.243, -0.765, -0.025, -0.684, -0.071, -0.738, 0.000, 0.040, -0.789, -0.163, -0.868, -0.973, 0.149, 0.391, 0.479, 0.138, 0.412, 0.608, 0.580, 0.506, 0.420, 0.388, 0.429, 0.470, 0.372, 0.364, 0.673, 0.490, 0.452, 0.545, 0.559, 0.443, 0.372, 0.400, 0.633, 0.714, 0.645, -0.690, -0.144, 0.211, -0.323, -1.286, 1.575, -1.016, -1.010, -0.274, -0.774, -0.548, -0.597, -0.308, 0.385, 0.148, 0.208, 0.627, 0.442, 0.446, 0.415, 0.436, -0.634, -0.370, 0.004, 0.810, -0.417, -0.622, -0.581, -0.861, 0.283, 0.236, 0.205, 0.309, 0.325, 0.237, 0.390, 0.367, 0.348], "e_lumo_ev": 1.307, "spin_multiplicity": 1, "fmax_ev_per_a": 0.7, "homo_lumo_gap_ev": 5.40, "charge": -1, "relative_energy_kj_mol": 213.5}